Here is C42H60N7OSSi2Y as an isolated structure from the OMol25 dataset. Energies are from ωB97M-V/def2-TZVPD.

Output
Kohn-Sham gap = 5.7591 eV
LUMO = -0.5 eV
ΔE to the lowest compared entry with this formula, charge and spin = 3.8 kcal per mole
Total energy = -3110.691180 Eh
Spin multiplicity = 1
Highest occupied orbital energy = -6.27 eV

XYZ file:
```
114
C42H60N7OSSi2Y, DFT ωB97M-V/def2-TZVPD
Y 0.11 0.05 0.38
C 3.55 -0.18 -3.09
C 3.00 0.50 -4.17
C 1.80 1.16 -3.99
C 1.17 1.11 -2.74
N 1.69 0.42 -1.72
C 2.86 -0.19 -1.89
C -0.14 1.75 -2.54
C -0.51 2.88 -3.27
C -1.81 3.34 -3.20
C -2.72 2.63 -2.43
C -2.26 1.57 -1.68
N -1.00 1.15 -1.70
H 4.49 -0.70 -3.18
H 3.50 0.50 -5.13
H 1.33 1.67 -4.82
H 3.25 -0.71 -1.02
H 0.22 3.40 -3.87
H -2.11 4.22 -3.76
H -3.77 2.91 -2.39
H -2.94 1.00 -1.06
C -1.05 -4.50 -1.83
Si -0.26 -2.73 -1.94
C -1.70 -1.65 -2.58
C 0.97 -2.87 -3.42
N 0.42 -2.03 -0.53
C 1.52 -2.61 0.09
C 1.87 -3.95 -0.13
C 2.98 -4.55 0.44
C 3.82 -3.79 1.23
C 3.51 -2.47 1.48
C 2.35 -1.86 1.00
N 2.00 -0.58 1.38
Si 2.88 0.29 2.60
C 4.56 1.02 2.00
C 3.28 -0.71 4.20
C 1.82 1.78 3.16
H -1.87 -4.62 -2.53
H -1.43 -4.73 -0.83
H -0.32 -5.27 -2.07
H -2.36 -2.23 -3.22
H -1.34 -0.82 -3.17
H -2.30 -1.25 -1.77
H 0.74 -3.72 -4.06
H 1.99 -3.01 -3.07
H 0.96 -1.98 -4.04
H 1.24 -4.53 -0.77
H 3.18 -5.59 0.26
H 4.72 -4.22 1.65
H 4.18 -1.89 2.09
H 5.29 0.26 1.75
H 4.99 1.64 2.78
H 4.43 1.65 1.12
H 3.04 -1.76 4.11
H 2.74 -0.33 5.07
H 4.34 -0.65 4.43
H 2.02 2.66 2.57
H 2.03 2.03 4.19
H 0.76 1.55 3.08
C 3.38 3.68 -1.02
C 2.05 3.97 -0.37
C 1.65 5.29 -0.19
C 0.42 5.56 0.40
C 0.02 6.99 0.66
C -0.41 4.53 0.78
C -0.04 3.18 0.67
C 1.23 2.95 0.07
N -0.75 2.08 1.08
C -1.90 2.26 1.98
C -2.25 0.87 2.54
C -3.18 2.77 1.27
C -1.57 3.17 3.19
H 4.17 4.22 -0.52
H 3.37 4.00 -2.06
H 3.61 2.62 -0.99
H 2.31 6.10 -0.46
H 0.48 7.67 -0.06
H 0.35 7.28 1.66
H -1.06 7.11 0.61
H -1.36 4.81 1.22
H 1.60 1.93 0.05
H -2.45 0.17 1.72
H -3.15 0.94 3.15
H -1.44 0.48 3.17
H -3.66 1.95 0.74
H -2.95 3.56 0.56
H -3.89 3.15 2.01
H -0.50 3.31 3.28
H -1.93 2.73 4.11
H -2.03 4.15 3.11
S -4.27 -1.00 0.07
C -4.88 -1.89 -1.19
N -4.33 -3.14 -1.42
C -4.75 -3.92 -2.44
C -5.76 -3.48 -3.24
C -6.29 -2.21 -2.95
N -5.86 -1.45 -1.97
H -3.53 -3.42 -0.86
H -4.26 -4.87 -2.57
H -6.14 -4.08 -4.05
H -7.09 -1.79 -3.55
C -1.04 -4.22 2.21
C 0.15 -3.87 3.12
C -0.04 -2.37 3.38
O -0.71 -1.86 2.23
C -1.65 -2.86 1.84
H -1.77 -4.85 2.72
H -0.68 -4.74 1.32
H 1.08 -4.05 2.60
H 0.14 -4.44 4.05
H 0.90 -1.82 3.47
H -0.66 -2.19 4.27
H -1.82 -2.73 0.77
H -2.59 -2.69 2.38
```

Mulliken atomic charge list, values in e, 6 entries: atom 1 (Y): -1.620, atom 2 (C): -0.971, atom 3 (C): -1.078, atom 4 (C): -0.831, atom 5 (C): 0.176, atom 6 (N): 2.303

***

Here is C42H61AsIN9O7PS3 as an isolated structure from the OMol25 dataset. Energies are from ωB97M-V/def2-TZVPD.

Output
Kohn-Sham gap = 6.6937 eV
LUMO = 1.6 eV
Net charge = -1
Total energy = -6725.852486 Eh
Spin multiplicity = 1
Highest occupied orbital energy = -5.14 eV

XYZ file:
```
125
C42H61AsIN9O7PS3, DFT ωB97M-V/def2-TZVPD
C 6.17 0.38 1.25
C 4.75 0.78 0.90
O 4.07 1.45 1.63
O 4.31 0.42 -0.34
C 4.34 -0.96 -0.68
As 2.72 -2.06 -0.13
O 1.81 -0.59 0.41
S 3.61 -2.51 2.01
I 1.64 -1.70 -2.64
P 3.79 -4.10 -0.95
N 3.64 -5.36 -0.01
S 0.94 -3.43 0.61
C -0.45 -2.51 -0.07
C -1.69 -2.68 0.77
O -1.86 -3.43 1.69
O -2.69 -1.84 0.33
C -4.00 -2.40 0.41
C -4.92 -1.64 1.36
C -5.53 -2.51 2.45
O -5.97 -1.08 0.53
C -6.53 0.06 0.92
O -6.37 0.59 1.99
C -7.45 0.62 -0.15
S -9.15 0.32 0.45
H 6.26 -0.70 1.39
H 6.44 0.86 2.18
H 6.85 0.68 0.45
H 5.24 -1.44 -0.28
H 4.38 -1.00 -1.77
H 1.73 -0.61 1.38
H 4.92 -2.36 1.78
H 3.31 -4.26 -2.26
H 5.14 -3.72 -1.11
H 3.12 -6.09 -0.48
H -0.71 -2.90 -1.06
H -0.22 -1.45 -0.16
H -3.94 -3.45 0.71
H -4.41 -2.35 -0.60
H -4.36 -0.82 1.82
H -6.25 -3.20 2.02
H -4.73 -3.08 2.93
H -6.01 -1.89 3.22
H -7.26 1.69 -0.22
H -7.28 0.11 -1.10
H -9.82 0.71 -0.64
N 1.80 -1.24 4.71
C 2.43 -0.27 5.45
C 1.65 0.00 6.55
C 0.50 -0.84 6.46
C 0.63 -1.59 5.31
H 2.18 -1.60 3.85
H 3.37 0.12 5.11
H 1.88 0.71 7.32
H -0.32 -0.89 7.15
H -0.01 -2.33 4.88
N 5.99 1.57 5.58
C 6.24 0.44 4.87
C 7.48 -0.03 5.24
C 7.99 0.87 6.22
C 7.04 1.85 6.40
H 5.14 2.11 5.50
H 5.52 0.05 4.16
H 7.95 -0.91 4.85
H 8.93 0.80 6.72
H 7.05 2.70 7.06
N -8.75 2.95 -2.69
C -7.55 2.85 -3.34
C -7.69 3.46 -4.56
C -9.02 3.94 -4.65
C -9.65 3.60 -3.48
H -8.94 2.58 -1.77
H -6.71 2.35 -2.89
H -6.92 3.55 -5.31
H -9.47 4.46 -5.47
H -10.66 3.78 -3.14
N 7.93 1.45 -3.60
C 8.73 2.15 -2.74
C 7.95 2.58 -1.69
C 6.63 2.11 -1.93
C 6.65 1.41 -3.11
H 8.24 1.02 -4.45
H 9.78 2.29 -2.94
H 8.28 3.15 -0.85
H 5.76 2.25 -1.32
H 5.86 0.90 -3.65
N -4.35 -5.60 -3.34
C -3.57 -4.94 -2.44
C -3.45 -3.65 -2.85
C -4.20 -3.52 -4.05
C -4.74 -4.74 -4.33
H -4.60 -6.57 -3.29
H -3.16 -5.45 -1.58
H -2.89 -2.87 -2.36
H -4.31 -2.62 -4.64
H -5.37 -5.07 -5.15
N -3.25 -0.81 -6.85
C -2.64 -1.98 -7.22
C -1.96 -1.75 -8.39
C -2.17 -0.39 -8.74
C -2.97 0.16 -7.77
H -3.81 -0.67 -6.03
H -2.74 -2.86 -6.61
H -1.38 -2.48 -8.93
H -1.78 0.12 -9.60
H -3.35 1.16 -7.66
N -3.96 1.68 -3.03
C -3.11 0.61 -2.95
C -2.65 0.35 -4.22
C -3.25 1.30 -5.09
C -4.06 2.11 -4.33
H -4.43 2.10 -2.25
H -2.88 0.14 -2.01
H -1.94 -0.41 -4.49
H -3.09 1.39 -6.15
H -4.67 2.95 -4.60
N 5.40 4.99 7.32
C 4.64 6.05 6.92
C 4.24 6.72 8.04
C 4.79 6.04 9.16
C 5.50 4.97 8.68
H 5.83 4.32 6.70
H 4.44 6.24 5.88
H 3.63 7.61 8.06
H 4.67 6.29 10.20
H 6.06 4.20 9.19
```

Mulliken atomic charge list, values in e, 6 entries: atom 1 (C): -0.654, atom 2 (C): 0.711, atom 3 (O): -0.590, atom 4 (O): -0.233, atom 5 (C): -0.860, atom 6 (As): -0.073

***

Here is C42H61BClF4MoOP3SSi as an isolated structure from the OMol25 dataset. Energies are from ωB97M-V/def2-TZVPD.

Output
Kohn-Sham gap (alpha / beta) = 6.2632 / 6.8889 eV
Expectation value of S² = 2.0317
LUMO (alpha / beta) = -0.9 / -0.9 eV
ΔE to the lowest compared entry with this formula, charge and spin = 37.8 kcal per mole
Total energy = -4377.023411 Eh
Spin multiplicity = 3
Highest occupied orbital energy (alpha / beta) = -7.18 / -7.75 eV

XYZ file:
```
116
C42H61BClF4MoOP3SSi, DFT ωB97M-V/def2-TZVPD
Mo -0.12 0.15 0.01
C 1.23 -3.10 -4.13
C 0.27 -2.65 -3.01
C -1.09 -2.39 -3.65
P 1.02 -1.36 -1.88
C 2.01 -0.16 -2.95
C 3.49 -0.48 -3.16
C 1.33 0.13 -4.30
C 2.38 -2.34 -1.12
C 2.78 -3.61 -1.51
C 3.87 -4.22 -0.91
C 4.58 -3.56 0.09
C 4.16 -2.31 0.51
C 3.05 -1.69 -0.08
Si 2.24 -0.15 0.66
C 3.20 1.41 0.23
C 4.60 1.42 0.36
C 5.33 2.58 0.15
C 4.67 3.75 -0.17
C 3.29 3.75 -0.33
C 2.54 2.58 -0.18
P 0.76 2.53 -0.72
C 0.95 3.24 -2.45
C 1.33 4.74 -2.54
C -0.24 2.95 -3.36
C -0.24 3.78 0.23
C -1.38 4.37 -0.61
C 0.54 4.84 1.02
C 2.38 -0.59 2.49
C 3.52 -0.32 3.25
C 3.61 -0.72 4.57
C 2.56 -1.41 5.15
C 1.41 -1.67 4.41
C 1.30 -1.26 3.09
P -0.25 -1.50 2.10
C -0.40 -3.35 1.99
C -0.37 -4.09 3.33
C 0.65 -3.93 1.06
C -1.75 -1.01 3.12
C -2.96 -1.87 2.77
C -1.58 -0.85 4.63
H 1.08 -4.17 -4.32
H 2.28 -2.94 -3.93
H 0.98 -2.58 -5.06
H 0.13 -3.47 -2.30
H -1.05 -1.56 -4.36
H -1.87 -2.18 -2.94
H -1.38 -3.29 -4.20
H 1.97 0.74 -2.35
H 3.63 -1.39 -3.75
H 4.04 -0.59 -2.23
H 3.93 0.34 -3.72
H 1.59 -0.64 -5.02
H 1.71 1.08 -4.69
H 0.25 0.20 -4.23
H 2.23 -4.17 -2.25
H 4.17 -5.22 -1.22
H 5.44 -4.03 0.55
H 4.67 -1.82 1.33
H 5.11 0.51 0.63
H 6.41 2.56 0.23
H 5.22 4.68 -0.29
H 2.81 4.69 -0.57
H 1.80 2.66 -2.84
H 0.78 5.18 -3.37
H 2.39 4.88 -2.73
H 1.07 5.31 -1.65
H -1.10 3.57 -3.12
H -0.56 1.92 -3.31
H 0.05 3.16 -4.40
H -0.72 3.16 0.97
H -1.03 5.08 -1.36
H -2.06 4.89 0.06
H -1.94 3.58 -1.11
H 0.96 5.62 0.38
H 1.35 4.39 1.60
H -0.15 5.32 1.72
H 4.34 0.24 2.81
H 4.50 -0.49 5.15
H 2.62 -1.74 6.18
H 0.59 -2.18 4.91
H -1.37 -3.50 1.52
H 0.64 -4.11 3.74
H -0.67 -5.13 3.16
H -1.04 -3.68 4.08
H 1.67 -3.69 1.39
H 0.51 -3.54 0.05
H 0.56 -5.02 1.02
H -1.95 -0.01 2.74
H -2.90 -2.87 3.21
H -3.08 -1.96 1.69
H -3.86 -1.38 3.16
H -1.50 -1.81 5.15
H -2.48 -0.36 5.02
H -0.72 -0.23 4.89
O -2.00 -2.61 -0.58
H -2.61 -3.31 -0.82
H -2.42 -1.79 -0.90
F -2.94 1.80 -2.46
B -2.57 0.53 -2.90
F -1.25 0.17 -2.27
F -2.34 0.51 -4.28
F -3.48 -0.45 -2.50
Cl 0.18 1.40 2.17
S -2.43 0.50 0.28
C -3.55 1.58 1.09
C -4.87 1.57 0.65
C -5.80 2.42 1.24
C -5.42 3.27 2.27
C -4.10 3.27 2.72
C -3.16 2.43 2.13
H -5.15 0.91 -0.16
H -6.82 2.42 0.89
H -6.14 3.94 2.73
H -3.80 3.93 3.52
H -2.14 2.41 2.49
```

Mulliken atomic charge list, values in e, 6 entries: atom 1 (Mo): -2.785, atom 2 (C): -2.267, atom 3 (C): 1.165, atom 4 (C): -1.278, atom 5 (P): 1.007, atom 6 (C): 2.830

***

Here is a 9-piece molecular cluster, C42H62B2F6IO24 overall from the OMol25 dataset. Energies are from ωB97M-V/def2-TZVPD.

Output
Kohn-Sham gap = 6.0893 eV
LUMO = 1.1 eV
Net charge = -1
ΔE to the lowest compared entry with this formula, charge and spin = 190.2 kcal per mole
Total energy = -4389.881813 Eh
Spin multiplicity = 1
Highest occupied orbital energy = -4.97 eV

XYZ file:
```
137
C42H62B2F6IO24, DFT ωB97M-V/def2-TZVPD
C 3.78 0.15 5.68
O 3.29 0.14 4.26
B 3.56 -1.23 3.73
O 4.88 -1.52 3.14
B 2.31 -2.34 3.86
I 2.76 -4.03 5.18
C 2.16 -2.98 2.32
O 2.60 -4.39 2.36
C 1.52 -5.31 1.96
O 1.83 -6.66 2.47
C 1.08 -6.96 3.72
C 2.19 -7.69 4.73
O 1.82 -7.60 6.16
C 0.94 -1.51 4.20
O 0.42 -0.76 3.19
C 0.14 -1.43 5.63
F 1.04 -1.55 6.84
F -0.41 -0.02 5.72
C -1.14 -2.46 5.69
F -0.64 -3.88 5.74
F -1.95 -2.30 6.96
C -2.15 -2.39 4.40
F -1.61 -3.09 3.18
F -2.56 -1.03 3.99
C -3.57 -3.20 4.75
O -4.76 -2.61 4.43
O -3.64 -4.51 5.42
H 3.54 -0.86 6.23
H 3.33 1.11 6.18
H 4.95 0.35 5.59
H 5.30 -0.60 3.02
H 1.07 -2.94 1.90
H 2.86 -2.37 1.57
H 0.45 -4.99 2.28
H 1.51 -5.41 0.77
H 0.19 -7.72 3.50
H 0.60 -5.99 4.21
H 3.27 -7.29 4.52
H 2.14 -8.84 4.45
H 1.88 -6.66 6.51
H -4.44 -4.41 6.05
O -4.31 -1.03 -2.14
C -4.20 -0.84 -0.93
O -3.02 -0.60 -0.29
C -3.26 -0.53 1.11
C -4.72 -0.21 1.26
C -5.33 -0.88 0.05
H -3.00 -1.50 1.55
H -2.62 0.24 1.56
H -5.15 -0.54 2.21
H -4.87 0.88 1.18
H -5.59 -1.92 0.26
H -6.20 -0.33 -0.32
O 5.59 1.34 1.82
C 4.89 1.19 0.83
O 4.21 0.04 0.54
C 3.58 0.18 -0.73
C 3.46 1.67 -0.95
C 4.67 2.21 -0.25
H 4.21 -0.30 -1.49
H 2.60 -0.31 -0.71
H 3.41 1.94 -2.01
H 2.55 2.04 -0.47
H 5.55 2.22 -0.90
H 4.48 3.20 0.17
O 3.76 -7.79 9.34
C 2.66 -7.53 9.81
O 1.94 -6.41 9.50
C 0.77 -6.37 10.31
C 0.54 -7.79 10.75
C 1.94 -8.34 10.84
H 0.96 -5.70 11.16
H -0.07 -5.98 9.73
H -0.03 -7.86 11.68
H -0.02 -8.33 9.97
H 2.38 -8.16 11.82
H 1.97 -9.40 10.59
O -7.79 1.30 -7.66
C -7.34 0.88 -6.61
O -6.19 0.14 -6.50
C -6.03 -0.27 -5.14
C -6.83 0.70 -4.33
C -7.97 1.05 -5.26
H -6.39 -1.30 -5.04
H -4.97 -0.25 -4.88
H -7.16 0.30 -3.37
H -6.23 1.60 -4.13
H -8.80 0.35 -5.16
H -8.31 2.08 -5.11
O 4.40 6.15 -2.90
C 3.93 6.26 -1.78
O 4.16 5.39 -0.76
C 3.36 5.77 0.36
C 3.05 7.23 0.16
C 2.98 7.34 -1.35
H 2.46 5.15 0.38
H 3.93 5.60 1.29
H 2.13 7.55 0.66
H 3.88 7.84 0.54
H 1.98 7.12 -1.73
H 3.32 8.32 -1.69
O -10.00 5.09 -1.79
C -9.84 5.22 -2.99
O -8.81 4.66 -3.70
C -8.88 5.11 -5.05
C -10.30 5.54 -5.26
C -10.70 6.05 -3.90
H -8.17 5.93 -5.18
H -8.59 4.29 -5.73
H -10.42 6.28 -6.06
H -10.92 4.67 -5.52
H -10.44 7.10 -3.77
H -11.76 5.88 -3.70
O 1.99 3.32 -3.09
C 2.54 3.12 -4.17
O 3.25 1.99 -4.47
C 3.84 2.15 -5.76
C 3.01 3.20 -6.45
C 2.58 4.08 -5.31
H 4.88 2.45 -5.63
H 3.81 1.19 -6.30
H 3.56 3.73 -7.24
H 2.13 2.74 -6.91
H 3.32 4.86 -5.10
H 1.60 4.52 -5.49
O 3.71 3.67 -9.78
C 4.84 3.23 -9.66
O 5.90 3.96 -9.19
C 7.08 3.17 -9.28
C 6.61 1.74 -9.31
C 5.29 1.85 -10.03
H 7.62 3.46 -10.19
H 7.72 3.37 -8.41
H 7.32 1.07 -9.80
H 6.45 1.38 -8.29
H 5.40 1.80 -11.11
H 4.58 1.10 -9.68
```

Mulliken atomic charge list, values in e, 6 entries: atom 1 (C): -0.597, atom 2 (O): -0.464, atom 3 (B): 1.052, atom 4 (O): -0.610, atom 5 (B): -0.208, atom 6 (I): -0.154